Formula: C25H12Cl68N2O
Source: OMol25
Level of theory: ωB97M-V/def2-TZVPD

Summary:
E_HOMO   -10.29 eV
Orbital gap   10.03 eV

The geometry in XYZ format:
```
108
Properties=species:S:1:pos:R:3:forces:R:3
N 6.258 3.345 7.659 2.0 9.4 -8.1
C 6.365 4.234 6.693 -1.2 -5.0 7.1
C 6.063 5.185 5.390 0.4 -0.4 -0.5
C 4.453 5.618 5.247 1.0 0.7 0.0
C 4.364 6.378 3.760 -4.1 1.6 -7.8
N 3.981 6.776 2.566 3.9 -3.6 11.2
C 3.946 6.561 6.489 0.0 0.1 1.0
C 2.343 6.478 6.818 -0.7 0.7 -0.4
C 1.370 6.347 5.496 -0.8 0.1 0.7
C 1.025 4.769 5.174 -0.2 0.4 -0.4
O -0.299 4.446 5.790 1.8 -1.2 -0.7
H 6.776 6.115 5.372 -1.5 -1.8 0.4
H 6.312 4.540 4.419 -0.4 1.3 2.3
H 3.850 4.615 5.277 0.9 2.3 -0.7
H 4.515 6.175 7.461 -1.1 0.8 -2.1
H 4.215 7.703 6.379 -0.3 -2.4 -0.2
H 2.056 5.595 7.546 0.8 1.8 -1.4
H 2.043 7.513 7.334 0.8 -2.4 -0.9
H 0.343 6.874 5.800 2.1 -1.4 -0.8
H 1.755 6.956 4.556 -0.6 -1.5 2.0
H 0.968 4.621 4.002 0.2 0.1 2.3
H 1.786 4.008 5.652 -1.1 1.7 -1.1
H -0.333 3.444 5.818 0.0 1.8 0.0
C 4.567 0.921 5.225 -0.3 0.0 -0.5
Cl 5.702 0.310 3.995 -0.3 0.3 0.3
Cl 4.644 -0.116 6.672 0.0 0.3 -0.4
Cl 5.010 2.589 5.666 -1.6 -3.3 -1.4
Cl 2.911 0.900 4.568 0.2 -0.1 0.1
C 2.767 -3.151 3.404 -0.1 0.2 0.1
Cl 4.500 -2.824 3.154 -0.4 -0.2 0.1
Cl 2.345 -4.714 2.661 0.2 0.4 0.2
Cl 2.418 -3.209 5.150 0.1 0.0 -0.4
Cl 1.803 -1.856 2.649 1.0 0.0 0.6
C -1.733 -2.442 0.776 0.2 -0.2 0.0
Cl -0.503 -3.344 1.696 -1.2 -0.2 -0.7
Cl -2.804 -1.575 1.907 0.8 -0.1 -0.1
Cl -0.930 -1.269 -0.298 0.6 -0.4 0.5
Cl -2.697 -3.579 -0.200 0.4 -0.3 0.4
C -1.804 -6.830 -2.215 0.1 0.0 0.1
Cl -0.296 -6.088 -1.623 -0.3 -0.2 -0.1
Cl -1.411 -8.212 -3.270 -0.1 0.4 0.3
Cl -2.771 -7.396 -0.830 0.2 0.2 -0.3
Cl -2.736 -5.625 -3.137 0.2 -0.3 0.2
C -4.204 -0.223 -2.494 0.0 -0.2 0.1
Cl -5.630 -1.069 -3.146 0.3 0.3 0.2
Cl -2.822 -0.453 -3.595 -0.5 -0.5 0.3
Cl -4.561 1.516 -2.345 -0.2 -0.4 0.1
Cl -3.802 -0.886 -0.890 -1.3 1.0 -1.0
C -0.430 3.120 -4.120 0.0 0.1 0.1
Cl -0.206 2.340 -5.706 -0.1 0.2 0.6
Cl -0.746 4.858 -4.352 0.1 -0.4 0.0
Cl -1.811 2.371 -3.280 0.8 0.9 -0.3
Cl 1.045 2.910 -3.142 -0.4 0.1 -0.3
C -3.730 5.859 6.171 0.1 0.1 0.1
Cl -5.094 6.978 5.925 0.7 0.4 0.4
Cl -3.179 5.239 4.594 -0.1 0.2 0.3
Cl -2.391 6.721 6.970 -0.4 -0.2 -0.2
Cl -4.255 4.498 7.193 0.3 0.3 -0.1
C -7.929 4.261 4.821 0.2 0.0 0.0
Cl -6.196 4.588 4.571 -1.1 -0.8 -0.5
Cl -8.352 2.697 4.078 0.0 0.3 0.2
Cl -8.278 4.203 6.567 0.1 0.0 -0.4
Cl -8.893 5.556 4.066 0.2 -0.3 0.2
C -4.593 -2.621 -6.885 0.0 0.0 0.0
Cl -3.784 -3.439 -8.246 -0.4 0.1 0.4
Cl -4.275 -0.870 -6.970 -0.2 -0.4 0.2
Cl -6.348 -2.911 -6.977 0.5 0.2 0.2
Cl -3.964 -3.265 -5.348 -0.1 0.0 -0.5
C 9.507 -1.721 4.440 0.1 0.0 0.0
Cl 8.081 -2.568 3.788 0.3 0.2 0.1
Cl 10.889 -1.951 3.339 -0.4 0.1 0.3
Cl 9.149 0.018 4.588 0.1 -0.4 0.0
Cl 9.909 -2.384 6.044 -0.1 0.2 -0.4
C 3.807 0.074 -1.174 0.0 -0.1 0.0
Cl 4.942 -0.536 -2.404 -0.3 0.2 0.3
Cl 3.885 -0.963 0.273 0.1 0.4 -0.5
Cl 4.250 1.743 -0.733 -0.1 -0.4 -0.1
Cl 2.151 0.054 -1.832 0.5 -0.1 0.2
C 3.207 -8.933 1.384 0.1 -0.1 0.0
Cl 2.808 -10.272 2.489 0.1 0.4 -0.3
Cl 4.778 -8.230 1.845 -0.4 -0.2 -0.1
Cl 3.300 -9.549 -0.286 0.0 0.2 0.4
Cl 1.943 -7.681 1.485 0.2 -0.4 -0.1
C -0.393 -1.010 -8.715 -0.1 -0.1 0.0
Cl 0.742 -1.621 -9.945 -0.3 0.3 0.2
Cl -0.315 -2.047 -7.268 -0.1 0.4 -0.2
Cl 0.050 0.658 -8.274 -0.1 -0.5 -0.3
Cl -2.049 -1.031 -9.373 0.8 0.0 0.3
C -3.093 1.356 -12.861 0.1 0.0 0.0
Cl -4.018 0.056 -13.654 0.2 0.3 0.2
Cl -2.430 2.453 -14.098 -0.2 -0.2 0.3
Cl -4.166 2.269 -11.770 0.3 -0.2 -0.2
Cl -1.757 0.644 -11.921 -0.4 0.4 -0.6
C 2.607 -5.002 -8.325 0.0 0.0 0.0
Cl 0.864 -4.814 -8.645 0.5 -0.3 0.1
Cl 2.848 -6.207 -7.035 -0.1 0.3 -0.3
Cl 3.428 -5.550 -9.809 -0.2 0.1 0.3
Cl 3.289 -3.438 -7.812 -0.2 -0.4 -0.1
C -6.393 -6.900 -8.591 0.0 0.0 0.0
Cl -5.006 -6.556 -7.527 -0.4 -0.2 -0.2
Cl -5.837 -7.821 -10.012 -0.1 0.2 0.3
Cl -7.603 -7.858 -7.700 0.3 0.2 -0.2
Cl -7.126 -5.367 -9.127 0.1 -0.5 0.0
C -6.993 -2.415 3.021 -0.1 -0.1 -0.1
Cl -8.419 -3.261 2.369 0.3 0.2 0.2
Cl -5.611 -2.645 1.920 -0.8 0.0 0.4
Cl -7.351 -0.676 3.170 0.1 -0.4 0.0
Cl -6.591 -3.078 4.625 -0.1 0.2 -0.4
```
Forces are in eV/Å.

Formula: C25H13Cl5N2O2Pt
Source: OMol25
Level of theory: ωB97M-V/def2-TZVPD

Summary:
E_HOMO   -7.98 eV
Orbital gap   7.15 eV

The geometry in XYZ format:
```
48
Properties=species:S:1:pos:R:3:forces:R:3
Pt 0.853 0.692 -0.450 0.3 1.1 0.6
C -0.621 -2.328 2.838 0.2 -0.3 0.0
C -0.221 -1.180 2.151 -0.2 0.2 0.3
N 0.675 -1.166 1.186 -0.1 0.3 -0.9
C 1.312 -2.318 0.911 -0.1 -0.5 0.3
C 1.032 -3.519 1.608 0.0 0.5 -0.1
C -0.004 -3.517 2.553 0.0 0.3 -0.1
C 1.836 -4.672 1.398 0.4 -0.2 -0.3
C 2.901 -4.623 0.568 -0.3 -0.2 0.3
C 3.184 -3.452 -0.188 -0.2 0.4 -0.1
C 4.268 -3.410 -1.077 -0.2 0.3 -0.1
C 4.426 -2.291 -1.850 -0.1 -0.3 0.1
C 3.502 -1.247 -1.731 0.2 -0.1 -0.1
N 2.510 -1.224 -0.865 0.2 0.5 -0.1
C 2.353 -2.308 -0.077 0.3 -0.5 -0.2
H -1.391 -2.255 3.589 -0.1 0.0 0.0
H -0.658 -0.235 2.424 0.0 0.1 -0.2
H -0.271 -4.433 3.059 0.0 -0.1 0.1
H 1.597 -5.567 1.951 0.0 -0.1 0.1
H 3.552 -5.475 0.445 0.0 -0.1 0.0
H 4.938 -4.256 -1.146 0.0 0.0 0.0
H 5.231 -2.202 -2.560 0.1 0.0 -0.1
H 3.609 -0.405 -2.391 0.0 0.0 0.2
Cl 2.612 1.442 -3.104 0.3 -0.4 -0.2
C 1.663 2.770 -2.604 -0.2 0.1 0.3
C 0.840 2.604 -1.486 -0.2 -1.5 0.1
C 0.001 3.705 -1.253 -0.1 -0.1 0.2
Cl -1.177 3.728 -0.004 -0.1 0.2 0.1
C 0.036 4.874 -2.022 0.2 -0.1 -0.1
Cl -1.041 6.171 -1.694 0.0 0.2 0.0
C 0.936 5.003 -3.071 0.0 -0.1 0.0
Cl 1.025 6.451 -3.980 0.0 0.1 -0.1
C 1.754 3.923 -3.375 -0.1 0.2 0.1
Cl 2.844 4.023 -4.703 0.0 0.0 0.0
O -1.390 0.347 -0.728 -0.7 0.3 0.1
C -1.647 0.898 0.376 -0.2 -0.5 -0.5
O -0.724 1.308 1.120 0.5 0.2 0.2
C -3.054 1.070 0.824 -0.1 -0.1 0.1
C -4.096 0.623 0.020 0.1 0.0 0.0
C -5.405 0.805 0.422 -0.1 0.0 0.0
C -5.677 1.431 1.627 -0.1 0.0 0.0
C -4.641 1.886 2.429 -0.1 0.0 0.1
C -3.328 1.702 2.034 0.0 -0.1 -0.1
H -3.854 0.150 -0.919 0.0 0.0 -0.1
H -6.216 0.468 -0.208 -0.1 0.0 0.0
H -6.701 1.567 1.945 -0.1 0.0 0.0
H -4.861 2.388 3.360 0.0 0.0 0.1
H -2.510 2.052 2.650 0.0 0.0 0.0
```
Forces are in eV/Å.